1.
The following is a quantum chemistry calculation of a molecular structure, C21H41AsN3O5SiW at a distorted geometry, from the OMol25 dataset.

Calculated values
LUMO energy = -2.93 eV
Gap between HOMO and LUMO = 0.200 Eh
Energy above the lowest of the compared OMol25 structures with the same formula, charge and spin = 1.601 eV

ORCA input file:
```
! wB97M-V def2-TZVPD RIJCOSX def2/J DEFGRID3
* xyz 1 1
W 0.41 1.00 0.84
O -3.08 2.48 -1.22
C -1.75 2.53 -1.18
O -1.09 1.57 -0.84
C -1.21 3.87 -1.64
O 0.10 4.09 -1.25
C 0.27 4.53 0.09
C 0.49 3.37 1.04
O -0.41 2.97 1.83
O 1.65 2.81 1.01
H -3.36 1.63 -0.85
H -1.89 4.66 -1.31
H -1.23 3.84 -2.73
H -0.58 5.13 0.42
H 1.18 5.14 0.10
C 3.22 1.32 3.45
As 1.58 0.39 3.02
C 2.08 -1.47 3.19
C 0.47 0.66 4.58
H 3.72 0.85 4.29
H 2.98 2.36 3.69
H 3.87 1.31 2.57
H 2.44 -1.69 4.19
H 2.85 -1.70 2.45
H 1.19 -2.07 2.98
H 1.00 0.40 5.49
H -0.42 0.04 4.47
H 0.17 1.71 4.61
C 4.10 -0.29 -2.49
Si 2.70 0.79 -1.87
C 1.40 0.84 -3.23
C 3.36 2.52 -1.63
C 2.00 0.04 -0.30
H 4.46 0.05 -3.47
H 3.79 -1.33 -2.58
H 4.95 -0.26 -1.80
H 1.77 1.41 -4.09
H 0.48 1.30 -2.88
H 1.18 -0.17 -3.59
H 4.13 2.74 -2.38
H 3.81 2.65 -0.64
H 2.57 3.27 -1.73
H 2.89 -0.16 0.31
H 1.61 -0.94 -0.58
N -1.20 -4.18 -2.90
C -0.88 -4.25 -1.42
C -0.24 -2.93 -1.03
N -1.03 -1.78 -1.38
C -1.43 -1.74 -2.76
C -2.12 -3.03 -3.22
H -1.61 -5.06 -3.21
H -0.33 -4.06 -3.42
H -0.23 -5.11 -1.27
H -1.83 -4.40 -0.91
H 0.74 -2.85 -1.51
H -0.05 -2.92 0.05
H -1.73 -1.53 -0.70
H -0.55 -1.57 -3.39
H -2.10 -0.90 -2.93
H -2.31 -3.05 -4.30
H -3.05 -3.21 -2.68
N -0.85 -0.15 1.32
C -2.08 -0.57 1.79
C -2.38 -1.92 1.95
C -3.64 -2.33 2.37
C -4.62 -1.39 2.64
C -4.33 -0.04 2.51
C -3.07 0.37 2.09
H -1.60 -2.65 1.77
H -3.85 -3.38 2.50
H -5.60 -1.71 2.98
H -5.08 0.71 2.74
H -2.83 1.43 2.00
*
```



2.
The following is a quantum chemistry calculation of a molecular structure, C21H41AsN3O5SiW at a distorted geometry, from the OMol25 dataset.

Calculated values
LUMO energy = -3.26 eV
Gap between HOMO and LUMO = 0.257 Eh
Energy above the lowest of the compared OMol25 structures with the same formula, charge and spin = 0.571 eV

ORCA input file:
```
! wB97M-V def2-TZVPD RIJCOSX def2/J DEFGRID3
* xyz 1 1
W -0.05 -0.23 -0.18
O 2.17 -1.56 -1.84
C 1.89 -0.81 -0.70
O 1.35 -1.50 0.35
C 3.15 -0.05 -0.31
O 3.00 0.67 0.90
C 2.89 2.07 0.83
C 1.43 2.52 0.80
O 1.06 3.57 1.29
O 0.65 1.71 0.15
H 1.80 -2.44 -1.72
H 3.50 0.58 -1.12
H 3.90 -0.82 -0.12
H 3.39 2.48 -0.05
H 3.36 2.50 1.72
C 1.47 -0.99 3.38
As -0.16 -0.30 2.62
C -1.47 -1.53 3.37
C -0.46 1.29 3.70
H 1.32 -1.22 4.44
H 2.26 -0.25 3.26
H 1.74 -1.88 2.83
H -1.71 -1.27 4.40
H -1.04 -2.53 3.34
H -2.38 -1.54 2.77
H -0.19 1.08 4.74
H -1.52 1.57 3.67
H 0.13 2.13 3.33
C -1.02 0.84 -5.15
Si -1.53 0.93 -3.36
C -2.02 2.73 -2.97
C -3.08 -0.14 -3.17
C -0.10 0.43 -2.28
H -1.83 1.15 -5.82
H -0.73 -0.18 -5.42
H -0.16 1.49 -5.34
H -1.63 3.38 -3.76
H -1.58 3.09 -2.04
H -3.10 2.88 -2.96
H -3.98 0.42 -3.46
H -3.22 -0.56 -2.17
H -3.02 -1.00 -3.83
H 0.63 1.25 -2.36
H 0.39 -0.40 -2.81
N -4.38 2.73 0.95
C -3.18 3.43 0.34
C -1.94 2.60 0.58
N -2.06 1.23 0.07
C -3.22 0.57 0.68
C -4.51 1.32 0.43
H -5.23 3.26 0.76
H -4.26 2.70 1.96
H -3.11 4.41 0.79
H -3.40 3.53 -0.72
H -1.70 2.56 1.65
H -1.08 3.09 0.12
H -2.20 1.26 -0.94
H -3.04 0.48 1.75
H -3.31 -0.44 0.28
H -5.36 0.86 0.93
H -4.72 1.40 -0.64
N -1.23 -1.48 -0.55
C -1.99 -2.54 -1.01
C -1.80 -3.03 -2.31
C -2.56 -4.08 -2.77
C -3.52 -4.68 -1.95
C -3.70 -4.21 -0.66
C -2.94 -3.14 -0.19
H -1.05 -2.56 -2.94
H -2.41 -4.45 -3.78
H -4.11 -5.51 -2.32
H -4.43 -4.68 -0.01
H -3.07 -2.79 0.83
*
```



3.
The following is a quantum chemistry calculation of 2 unconnected molecules or ions with the total composition C21H41BF5N5OS at a distorted geometry, from the OMol25 dataset.

Calculated values
LUMO energy = -0.45 eV
Gap between HOMO and LUMO = 0.339 Eh
Energy above the lowest of the compared OMol25 structures with the same formula, charge and spin = 1.086 eV

ORCA input file:
```
! wB97M-V def2-TZVPD RIJCOSX def2/J DEFGRID3
* xyz 0 1
C -3.12 -0.74 -0.21
C -2.22 0.12 0.72
C -0.77 0.19 0.13
C 0.08 -1.05 0.62
C 0.48 -2.00 -0.54
N 1.24 -0.52 1.38
C 2.26 0.10 0.84
C 2.60 0.43 -0.59
C 1.86 1.66 -1.15
C 2.57 2.12 -2.48
C 1.91 1.36 -3.67
C 0.55 1.96 -4.08
C -0.64 0.95 -3.98
C -0.67 -0.11 -5.11
C -0.68 -1.56 -4.64
O -1.88 -1.91 -3.96
C -1.90 -3.26 -3.58
N 3.16 0.49 1.77
C 2.60 0.09 2.90
N 3.19 0.35 4.08
F 4.37 1.03 3.98
C 2.76 0.07 5.41
C 3.16 -1.30 5.95
N 3.86 -2.13 5.33
N 1.45 -0.56 2.74
C 0.52 -1.20 3.62
S -0.72 0.09 4.10
C -2.28 -0.79 4.48
C -3.48 0.19 4.53
H -4.10 -0.26 -0.33
H -2.68 -0.92 -1.20
H -3.33 -1.74 0.21
H -2.60 1.13 0.89
H -2.22 -0.36 1.71
H -0.33 1.14 0.46
H -0.87 0.15 -0.95
H -0.61 -1.62 1.25
H -0.27 -2.78 -0.71
H 1.50 -2.39 -0.43
H 0.49 -1.39 -1.45
H 2.51 -0.43 -1.27
H 3.67 0.67 -0.60
H 0.85 1.41 -1.48
H 1.86 2.53 -0.49
H 2.49 3.21 -2.59
H 3.63 1.81 -2.49
H 2.61 1.23 -4.51
H 1.70 0.33 -3.30
H 0.32 2.76 -3.36
H 0.55 2.44 -5.06
H -1.56 1.55 -4.01
H -0.62 0.42 -3.01
H -1.58 0.03 -5.71
H 0.17 0.06 -5.80
H -0.62 -2.20 -5.55
H 0.23 -1.80 -4.06
H -2.85 -3.75 -3.87
H -1.82 -3.33 -2.48
H -1.11 -3.86 -4.06
H 3.23 0.82 6.07
H 1.68 0.21 5.56
H 2.78 -1.55 6.95
H 3.94 -2.95 5.93
H 0.99 -1.60 4.53
H 0.01 -2.06 3.17
H -2.47 -1.53 3.69
H -2.19 -1.25 5.47
H -3.44 0.96 3.75
H -3.58 0.65 5.51
H -4.38 -0.43 4.38
B -2.45 4.13 -1.87
F -2.17 2.86 -1.27
F -2.80 5.06 -0.88
F -1.30 4.57 -2.58
F -3.52 4.00 -2.78
*
```